[1]
Computed, not measured: a structure of composition C62H47Cl4N6O3P2V, with ωB97M-V/def2-TZVPD.

Element x y z (Å)
V 0.0155 0.1918 -0.3505
N 0.5051 -3.6260 -3.8884
C 0.1833 -2.9431 -2.7746
N 0.6679 -1.7996 -2.4385
C 1.5743 -1.1764 -3.2664
N 2.0698 0.0049 -3.0515
N 1.5838 0.7001 -1.9524
C 1.9438 1.9238 -1.9584
C 1.4286 2.8138 -0.9241
C 1.7660 4.1563 -0.8941
C 1.2066 4.9627 0.0866
C 0.3340 4.3977 0.9979
C 0.0546 3.0448 0.9026
N 0.5850 2.2612 -0.0344
C 2.0278 -1.8840 -4.4706
C 2.9962 -1.3653 -5.3370
C 3.3811 -2.0720 -6.4539
C 2.7999 -3.3120 -6.7341
C 1.8421 -3.8421 -5.8981
C 1.4614 -3.1242 -4.7652
H 0.0650 -4.5106 -4.0761
H -0.5434 -3.4148 -2.1161
H 2.5775 2.3154 -2.7474
H 2.4513 4.5563 -1.6292
H 1.4480 6.0166 0.1315
H -0.1353 4.9814 1.7771
H -0.6235 2.5623 1.5958
H 3.4270 -0.4010 -5.1073
H 4.1302 -1.6675 -7.1211
H 3.1024 -3.8616 -7.6156
H 1.3870 -4.8018 -6.1107
C -4.3127 1.7204 6.0570
C -3.7268 0.5577 5.2387
C -4.2056 -0.7820 5.8276
C -2.2117 0.5992 5.2982
C -1.5639 0.5396 6.5260
C -0.1837 0.4977 6.6256
C 0.5716 0.4764 5.4693
C -0.0314 0.5427 4.2149
P 0.9799 0.3504 2.7022
C 1.9610 -1.1022 3.2200
C 3.1797 -1.0381 3.8879
C 3.7789 -2.1981 4.3608
C 3.1699 -3.4290 4.1635
C 1.9663 -3.5028 3.4741
C 1.3670 -2.3463 2.9974
C 2.1984 1.7072 2.8373
C 2.1019 2.7580 3.7442
C 3.0335 3.7890 3.7314
C 4.0739 3.7809 2.8162
C 4.1820 2.7341 1.9074
C 3.2482 1.7114 1.9158
C -1.4230 0.6395 4.1511
O -1.9549 0.7799 2.8966
C -3.3207 0.7756 2.7269
C -3.7697 0.9052 1.4069
C -5.1423 0.9066 1.1847
C -6.0382 0.7658 2.2306
C -5.5609 0.6511 3.5204
C -4.1966 0.6644 3.7995
P -2.5840 1.1373 0.0362
C -3.2904 0.2299 -1.4052
C -4.5728 0.7129 -1.9491
C -5.6837 0.0336 -2.2197
C -5.9837 -1.4297 -2.2343
C -4.3473 -3.0471 -3.0211
C -3.5085 -2.3936 -2.0100
C -2.7909 2.8913 -0.4025
C -3.3899 3.8131 0.4512
C -3.3722 5.1683 0.1440
C -2.7610 5.6130 -1.0177
C -2.1663 4.6974 -1.8786
C -2.1735 3.3468 -1.5728
H -4.0170 1.6486 7.1044
H -5.4024 1.7081 6.0235
H -3.9698 2.6805 5.6679
H -3.8761 -0.8884 6.8623
H -3.8097 -1.6200 5.2520
H -5.2946 -0.8423 5.8147
H -2.1570 0.5153 7.4320
H 0.2959 0.4543 7.5942
H 1.6478 0.3963 5.5378
H 3.6638 -0.0820 4.0486
H 4.7218 -2.1377 4.8903
H 3.6349 -4.3311 4.5403
H 1.4921 -4.4620 3.3078
H 0.4259 -2.4015 2.4558
H 1.2964 2.7795 4.4672
H 2.9448 4.5980 4.4459
H 4.8026 4.5815 2.8122
H 4.9951 2.7162 1.1917
H 3.3401 0.9039 1.1959
H -5.5238 1.0194 0.1837
H -7.1027 0.7554 2.0363
H -6.2642 0.5537 4.3387
H -4.6216 1.7916 -2.0745
H -6.5271 0.6282 -2.5643
H -6.9269 -1.6125 -1.7092
H -4.2068 -4.0531 -3.3971
H -3.0311 -3.2606 -1.5474
H -3.8767 3.4767 1.3589
H -3.8469 5.8752 0.8131
H -2.7560 6.6687 -1.2587
H -1.6956 5.0390 -2.7926
H -1.6912 2.6345 -2.2330
Cl -6.7451 -3.9637 -0.2061
C -5.2045 -3.1599 -0.4670
C -4.3260 -3.1013 0.5531
C -2.9846 -2.5187 0.6853
C -2.2306 -1.7185 -0.1263
O -1.0065 -1.3721 0.2381
C -2.7600 -1.2162 -1.4541
C -2.1013 -0.1582 -2.2765
O -0.8950 0.4015 -1.9897
C -4.9975 -2.5205 -1.7812
H -4.6516 -3.5975 1.4615
H -2.4985 -2.7681 1.6225
H -2.3144 -0.2216 -3.3423
H -6.2301 -1.6415 -3.2807
Cl 4.1777 -2.9633 -1.5857
C 3.3556 -3.0226 -0.0182
Cl 4.5005 -2.8195 1.2996
Cl 2.4518 -4.5359 0.1398
C 2.3884 -1.9168 0.0248
N 1.6454 -1.0566 0.0521

Atoms 1-2, force components in eV/Å:
-0.91 -0.02 -0.21
0.01 0.10 0.06

The spin multiplicity is 4. As for the expectation value of S²: 3.77. The calculation puts the energy relative to the best compared isomer or geometry (same formula, charge and spin) at 0.0 kcal per mole. As for the HOMO energy (spin up / spin down): -8.96 / -9.03 eV. The total energy is -174486.8549 eV. The net charge is +1.

***

[2]
Computed, not measured: a structure of composition C45H54BGeN8NaS2Te at a distorted geometry, with ωB97M-V/def2-TZVPD.

Element x y z (Å)
Na 0.9738 0.1715 -0.7327
C -0.6833 5.6420 0.2668
C -0.3295 4.4278 -0.5909
C -1.3804 4.2200 -1.6778
C -0.1424 3.2257 0.2767
C -1.0587 2.6495 1.2864
C -0.0768 1.8036 2.0693
N 0.9104 1.4818 1.0673
N 0.9031 2.4929 0.1458
B 2.2810 0.8998 1.4514
N 2.2731 -0.6501 1.4584
C 2.6008 -1.4307 2.4983
C 2.8558 -2.6971 2.0254
C 2.6632 -2.5980 0.6380
N 2.3073 -1.3612 0.3248
C 2.9257 -3.6711 -0.3805
C 2.0281 -4.8951 -0.1809
C 2.7766 -3.1500 -1.8059
N 3.2856 1.3007 0.3685
C 4.5300 1.7562 0.5507
C 5.1247 1.8909 -0.6837
C 4.1366 1.4758 -1.5884
N 3.0450 1.1219 -0.9282
C 4.2159 1.4627 -3.0870
C 3.0153 0.7525 -3.7036
C 4.3030 2.9023 -3.6092
H -0.7575 6.5353 -0.3498
H 0.0748 5.8047 1.0296
H -1.6386 5.4833 0.7616
H 0.6383 4.5952 -1.0769
H -2.3707 4.1145 -1.2427
H -1.1584 3.3228 -2.2519
H -1.3866 5.0747 -2.3507
H -1.7058 3.2968 1.8716
H 0.3588 2.3208 2.9441
H 2.6312 1.2917 2.5283
H 2.6366 -1.0489 3.5016
H 3.1676 -3.5546 2.5906
H 3.9659 -3.9985 -0.2322
H 1.0266 -4.6737 -0.5365
H 1.9793 -5.1723 0.8692
H 2.4102 -5.7476 -0.7421
H 1.7663 -2.7774 -1.9569
H 2.9630 -3.9465 -2.5254
H 3.4739 -2.3360 -1.9838
H 4.9150 1.9643 1.5304
H 6.1221 2.2259 -0.8915
H 5.1328 0.9339 -3.3833
H 2.1010 1.2733 -3.4319
H 2.9397 -0.2653 -3.3307
H 3.1016 0.7246 -4.7883
H 3.4508 3.4736 -3.2477
H 4.3011 2.9191 -4.6988
H 5.2142 3.3821 -3.2597
C -0.5853 -2.2465 7.0531
C -0.0231 -1.0526 6.3630
C 0.5323 0.0320 6.9710
C 0.8944 1.1597 6.2098
N 0.4907 1.2512 4.9120
C -0.0196 0.2224 4.3436
S -0.8231 0.3034 2.7871
N -0.0965 -1.0275 4.9547
C 1.6060 2.3384 6.7802
H -0.5387 -2.1117 8.1303
H -0.0337 -3.1506 6.7897
H -1.6267 -2.3969 6.7643
H 0.6408 0.0502 8.0451
H -0.6123 -1.7495 4.4751
H 1.5306 2.3508 7.8654
H 1.1778 3.2571 6.3854
H 2.6625 2.3171 6.5036
Te -2.1708 1.1645 0.1282
C -3.9419 2.3696 -0.0780
C -4.6493 2.4929 -1.2421
C -5.9353 3.0498 -1.0792
C -6.2168 3.3367 0.2167
S -4.9119 2.9200 1.2601
H -4.2422 2.1968 -2.1964
H -6.6183 3.2320 -1.8923
H -7.1060 3.7725 0.6287
C -1.0193 -3.2325 0.8611
Ge -1.1733 -1.7093 -0.4685
C -3.1942 -1.5709 -0.4607
C -3.9193 -1.1040 -1.5533
C -5.2714 -0.8136 -1.4621
C -5.9389 -0.9747 -0.2619
C -5.2431 -1.4482 0.8392
C -3.8962 -1.7326 0.7317
C -1.0604 -2.7062 -2.2543
C -1.1006 -4.0740 -2.3482
C -0.8637 -4.7604 -3.5465
C -0.5367 -4.0752 -4.6814
C -0.4806 -2.6684 -4.6572
C -0.1429 -1.9332 -5.8123
C -0.1222 -0.5676 -5.7947
C -0.4756 0.1178 -4.6231
C -0.7967 -0.5722 -3.4871
C -0.7804 -1.9823 -3.4460
H -1.5568 -4.1430 0.6157
H -1.3883 -2.8718 1.8171
H 0.0269 -3.4736 1.0080
H -3.4181 -0.9765 -2.5056
H -5.8103 -0.4519 -2.3304
H -6.9917 -0.7331 -0.1808
H -5.7543 -1.5857 1.7854
H -3.3638 -2.0791 1.6070
H -1.3160 -4.6565 -1.4637
H -0.9237 -5.8409 -3.5617
H -0.3186 -4.5918 -5.6078
H 0.0974 -2.4723 -6.7208
H 0.1459 -0.0107 -6.6827
H -0.5074 1.1996 -4.6289
H -1.1264 -0.0270 -2.6098

Atoms 1-2, force components in eV/Å:
-0.21 -0.48 -1.13
0.17 -0.13 -0.09

The spin multiplicity is 2. As for the expectation value of S²: 0.77. The calculation puts the energy relative to the best compared isomer or geometry (same formula, charge and spin) at 28.0 kcal per mole. As for the HOMO energy (spin up / spin down): -3.41 / -3.97 eV. The total energy is -150037.4072 eV. The net charge is -1.

***

[3]
Computed, not measured: a structure of composition C37H74CrN4O7SbSi at a distorted geometry, with ωB97M-V/def2-TZVPD.

Element x y z (Å)
Cr -0.4667 -0.3915 -0.0044
O 0.3369 1.5103 0.8017
H -0.1015 2.3629 0.6473
H 0.4534 1.4156 1.7564
O -2.0154 0.1776 1.5902
H -1.7531 -0.4854 2.2932
H -2.3374 0.9568 2.0580
C -4.1111 9.0222 -5.5593
C -3.6263 8.2109 -4.3840
C -4.2418 8.2980 -3.1391
C -3.7748 7.5734 -2.0490
C -2.6722 6.7478 -2.1913
N -2.1814 6.0093 -1.0576
C -2.0503 4.6599 -0.9568
O -1.3849 4.1154 -0.0787
N -2.7691 3.9177 -1.9053
C -2.5637 2.5733 -2.1669
C -3.0290 1.9606 -3.3301
C -2.7011 0.6327 -3.5678
C -1.9138 -0.0587 -2.6682
N -1.5174 0.5090 -1.5203
C -1.8714 1.7758 -1.2706
C -2.0369 6.6501 -3.4276
C -2.5166 7.3685 -4.5106
H -5.0718 9.4921 -5.3519
H -4.2124 8.4022 -6.4512
H -3.3936 9.8125 -5.7924
H -5.1089 8.9408 -3.0179
H -4.2655 7.6583 -1.0837
H -1.7612 6.5314 -0.3068
H -3.3005 4.4476 -2.5764
H -3.6254 2.5225 -4.0426
H -3.0373 0.1339 -4.4691
H -1.5795 -1.0666 -2.8780
H -1.6054 2.1915 -0.3204
H -1.1540 6.0244 -3.5296
H -2.0134 7.2926 -5.4709
N -1.8049 -2.0117 -0.2718
H -2.6958 -1.6280 0.0416
H -1.5343 -2.7191 0.4271
H -1.9855 -2.5054 -1.1347
C 0.8228 -5.6181 2.5342
C -0.2923 -5.1789 1.5962
C -1.5337 -6.0260 1.8228
C 0.1774 -5.3156 0.1527
O -0.6928 -3.7896 1.8104
Si -0.1631 -2.4222 2.5802
O 0.3147 -1.3131 1.4838
O -1.5555 -1.7366 3.1861
C -2.5473 -2.2877 4.1192
C -3.7269 -2.8012 3.3010
C -1.9516 -3.4274 4.9379
C -2.9645 -1.1433 5.0276
O 0.8290 -2.9112 3.7369
C 1.7019 -2.4008 4.7763
C 1.0007 -1.2825 5.5337
C 2.0007 -3.5744 5.6933
C 2.9699 -1.8923 4.1257
H 1.0230 -6.6795 2.3740
H 0.5383 -5.4679 3.5759
H 1.7416 -5.0542 2.3441
H -1.3551 -7.0503 1.4866
H -2.3816 -5.6193 1.2652
H -1.7959 -6.0571 2.8834
H 0.5717 -6.3197 -0.0158
H 0.9736 -4.5935 -0.0457
H -0.6458 -5.1574 -0.5515
H -3.3897 -3.5939 2.6248
H -4.1826 -2.0001 2.7134
H -4.4924 -3.2124 3.9635
H -1.6240 -4.2431 4.2867
H -2.7063 -3.8140 5.6243
H -1.0936 -3.0851 5.5228
H -3.3965 -0.3227 4.4457
H -2.0974 -0.7650 5.5738
H -3.7110 -1.4821 5.7499
H 0.1180 -1.6602 6.0547
H 0.6879 -0.4882 4.8439
H 1.6783 -0.8531 6.2753
H 1.0781 -3.9529 6.1407
H 2.6774 -3.2660 6.4940
H 2.4719 -4.3824 5.1299
H 2.7076 -1.0849 3.4486
H 3.4497 -2.6960 3.5575
H 3.6746 -1.5222 4.8760
C 3.5993 0.3177 1.1530
C 3.6708 0.8642 -0.2629
C 4.9798 0.4285 -0.9148
C 3.5273 2.3816 -0.2820
Sb 1.9858 -0.0323 -1.3894
C 2.5264 -2.1018 -1.9309
C 3.6482 -2.1516 -2.9625
C 2.9386 -2.7895 -0.6294
C 1.2476 -2.7285 -2.4888
C 1.9283 1.1471 -3.2725
C 1.2531 2.4814 -2.9581
C 3.3571 1.3626 -3.7678
C 1.1329 0.3684 -4.3138
H 4.3280 0.8493 1.7785
H 3.8624 -0.7374 1.1652
H 2.6142 0.4263 1.6059
H 5.8027 0.8968 -0.3613
H 5.0647 0.7400 -1.9561
H 5.1241 -0.6524 -0.8581
H 4.3063 2.8035 0.3641
H 2.5630 2.7186 0.0991
H 3.6793 2.7976 -1.2788
H 4.5599 -1.6650 -2.6118
H 3.3542 -1.6930 -3.9103
H 3.8933 -3.2007 -3.1691
H 3.8889 -2.4008 -0.2519
H 3.0780 -3.8630 -0.8176
H 2.1854 -2.6731 0.1516
H 0.9088 -2.2344 -3.4029
H 0.4412 -2.6992 -1.7488
H 1.4355 -3.7811 -2.7328
H 1.8095 3.0637 -2.2224
H 0.2347 2.3491 -2.5888
H 1.2018 3.0788 -3.8781
H 3.9285 2.0230 -3.1128
H 3.3146 1.8398 -4.7556
H 3.9070 0.4243 -3.8827
H 0.1438 0.0937 -3.9588
H 1.6578 -0.5358 -4.6313
H 1.0026 0.9968 -5.2042

Atoms 1-2, force components in eV/Å:
0.15 0.37 1.64
-0.05 -0.30 -0.21

The spin multiplicity is 4. As for the expectation value of S²: 3.91. The calculation puts the energy relative to the best compared isomer or geometry (same formula, charge and spin) at 3.4 kcal per mole. As for the HOMO energy (spin up / spin down): -13.09 / -13.09 eV. The total energy is -102696.3389 eV. The net charge is +2.

***

[4]
Computed, not measured: a structure of composition CH2NO3S at a distorted geometry, with ωB97M-V/def2-TZVPD.

Element x y z (Å)
C -0.2040 -0.2678 0.0258
N -0.8765 0.6783 -0.1779
O 2.6160 0.9045 -0.8647
O -1.1686 -2.4212 0.0008
O 1.0980 2.3489 0.3083
S 1.8146 1.0769 0.3164
H -1.3635 -2.9107 0.6439
H -1.9160 0.5912 -0.2527

Atoms 1-2, force components in eV/Å:
1.85 -1.78 0.46
-4.10 0.18 -0.56

The calculation puts the energy relative to the best compared isomer or geometry (same formula, charge and spin) at 114.8 kcal per mole. As for the HOMO energy (spin up / spin down): -3.43 / -3.44 eV. The total energy is -19533.9229 eV. The net charge is -1.

***

[5]
Computed, not measured: a cluster of 3 separate species, C3H13NO4 in total at a distorted geometry, with ωB97M-V/def2-TZVPD.

Element x y z (Å)
O 1.5693 -0.5794 1.4075
C 1.5404 0.6732 0.6925
C 0.1245 1.2981 0.7851
N -0.7542 0.4848 -0.0739
C -1.7987 -0.3173 0.5687
O -3.0178 0.3190 0.6433
H 1.1234 -1.2312 0.9077
H 2.3290 1.2839 1.3100
H 1.7758 0.5044 -0.4408
H -0.1314 1.2166 1.8088
H 0.0396 2.4687 0.7645
H -1.1946 1.0913 -0.8011
H -2.0037 -1.2305 -0.0032
H -1.6004 -0.5240 1.7136
H -3.0429 1.0680 1.3519
O 1.1006 -0.2005 -2.7528
H 0.5543 -0.1477 -1.9061
H 2.0002 -0.0929 -2.7787
O 0.5635 -2.3085 -0.8054
H -0.1523 -1.5373 -0.7494
H 0.9754 -2.2386 -1.6422

Atoms 1-2, force components in eV/Å:
0.56 1.95 0.44
1.14 0.44 0.33

The calculation puts the energy relative to the best compared isomer or geometry (same formula, charge and spin) at 75.9 kcal per mole. As for the HOMO energy: -9.92 eV. The total energy is -12999.8746 eV. The net charge is 0.

***

[6]
Computed, not measured: a cluster of 2 separate species, H2N3 in total at a distorted geometry, with ωB97M-V/def2-TZVPD.

Element x y z (Å)
N 0.6749 0.0856 1.8620
N 0.1080 0.1687 0.8912
N -0.4379 0.2308 -0.1895
H 0.9450 -0.3675 -2.1067
H -1.2901 -0.1177 -0.4570

Atoms 1-2, force components in eV/Å:
-0.47 0.48 -1.12
0.37 -1.45 2.33

The calculation puts the energy relative to the best compared isomer or geometry (same formula, charge and spin) at 104.6 kcal per mole. As for the HOMO energy (spin up / spin down): -18.76 / -16.97 eV. The total energy is -4487.4350 eV. The net charge is +1.